[1]
C20H15AuBrN4O3S as an isolated structure. Source: the OMol25 dataset; level of theory: ωB97M-V with the def2-TZVPD basis set.

Values from the calculation:
* highest occupied orbital energy: -0.653 hartree
* relative energy (zero: lowest compared OMol25 entry of this formula, charge and spin): 0.00 kJ/mol
* charge: +3

```
45
C20H15AuBrN4O3S | the OMol25 dataset | ωB97M-V with the def2-TZVPD basis set
H -2.879 -0.195 -4.030
H 3.655 1.472 1.866
C -3.057 0.684 -0.253
S -1.818 -1.599 0.454
C 3.129 -0.666 4.405
H -1.781 -1.682 -2.371
C 0.240 -3.051 4.006
H 1.740 -2.677 5.497
H -1.102 -3.214 2.369
H 1.658 -0.504 -2.777
H -4.228 2.366 -0.863
H -0.292 2.772 -1.123
H -3.167 0.874 0.806
Au 1.391 0.569 -0.002
C 1.057 0.382 -2.942
N 3.335 1.800 -0.742
C -0.273 -2.670 2.804
C -0.039 2.214 -2.014
C -0.141 1.867 -4.374
H 4.589 0.883 4.065
C -2.360 -0.437 -0.709
C 2.006 -1.306 3.854
C 3.728 0.349 3.687
N 0.731 1.117 -1.858
H 3.508 -0.963 5.376
C 1.530 -0.900 2.600
C 0.287 -1.520 2.063
C 3.205 0.679 2.448
C -2.893 0.061 -2.978
H 0.927 0.111 -5.051
N 2.134 0.069 1.906
H -4.102 1.807 -3.264
C -2.270 -0.768 -2.060
N -0.241 -0.967 1.040
C -3.660 1.505 -1.190
H -1.091 3.508 -3.338
C -0.484 2.617 -3.251
Br -0.736 2.363 -6.056
H -0.189 -3.883 4.549
C 0.645 0.726 -4.207
C -3.586 1.187 -2.543
O 3.571 1.742 -1.805
O -2.609 -1.537 1.637
C 1.344 -2.369 4.533
O -1.414 -2.817 -0.161
```

natural (NBO) atomic charges, in units of e: 0.250 0.233 -0.109 2.284 0.004 0.259 -0.253 0.271 0.290 0.234 0.256 0.238 0.247 0.901 0.043 0.460 0.043 0.053 -0.026 0.290 -0.447 -0.203 -0.216 -0.564 0.275 0.337 0.145 0.135 -0.202 0.281 -0.528 0.252 -0.170 -0.558 -0.219 0.278 -0.244 0.265 0.295 -0.254 -0.138 0.070 -0.868 0.173 -0.865


[2]
C20H15BBr4N8O4Rh as an isolated structure. Source: the OMol25 dataset; level of theory: ωB97M-V with the def2-TZVPD basis set.

Values from the calculation:
* highest occupied orbital energy (spin up / spin down): -0.256 / -0.259 hartree
* relative energy (zero: lowest compared OMol25 entry of this formula, charge and spin): 254.47 kJ/mol
* <S²>: 0.754
* spin multiplicity: 2
* charge: 0

```
53
C20H15BBr4N8O4Rh | the OMol25 dataset | ωB97M-V with the def2-TZVPD basis set
O -2.312 -2.643 0.318
C 0.262 -3.086 2.646
H 0.469 -5.575 -0.222
H 4.545 -6.070 -0.539
C -1.496 -3.369 -0.152
H -1.489 -0.339 2.640
C 3.806 -1.067 -0.106
C 2.585 0.560 -0.926
C 3.908 -5.429 0.045
C -2.516 4.492 0.468
C 3.508 -4.164 -0.257
C 3.915 0.148 -0.710
H 2.206 1.473 -1.354
Br 0.210 4.529 1.412
N 0.537 -3.370 -1.546
N 2.699 -3.728 0.760
H 1.870 -2.881 -3.066
B 1.938 -2.489 0.795
C -1.098 -1.926 -2.117
C -2.317 1.845 -0.439
N 1.738 -0.343 -0.492
N 0.100 -1.111 1.577
H 3.355 -6.602 1.885
O -1.301 -4.603 0.282
C -3.498 2.564 -0.590
Br -4.925 1.666 -1.432
N 2.475 -1.365 0.027
Rh -0.367 -0.025 -0.477
O -0.065 1.779 0.268
C -0.808 -1.167 2.516
H -1.356 -2.699 4.057
H 3.703 -3.547 -1.117
H -2.052 -1.428 -2.006
H -1.006 -6.566 -0.028
C -0.083 -1.772 -3.024
N -0.688 -2.897 -1.241
N 0.777 -2.311 1.627
C -0.597 -5.642 -0.425
H -0.773 -5.587 -1.496
C 3.291 -5.706 1.289
C -3.608 3.882 -0.141
H -0.061 -1.087 -3.853
C -0.741 -2.386 3.233
C 0.904 -2.695 -2.623
Br -2.629 6.268 1.094
O -2.188 0.583 -0.864
C -1.324 3.779 0.615
Br -5.232 4.817 -0.363
N 2.566 -4.697 1.710
H 4.558 -1.738 0.270
H 0.684 -4.051 2.854
H 4.818 0.684 -0.943
C -1.208 2.471 0.160
```

natural (NBO) atomic charges, in units of e: -0.534 0.009 0.203 0.240 0.919 0.238 0.001 0.030 -0.333 -0.161 -0.010 -0.328 0.247 0.076 -0.281 -0.463 0.217 1.200 -0.083 0.285 -0.270 -0.302 0.218 -0.490 -0.188 0.078 -0.448 1.021 -0.696 0.047 0.242 0.230 0.302 0.202 -0.293 -0.270 -0.489 -0.247 0.194 -0.015 -0.163 0.252 -0.309 -0.030 0.087 -0.741 -0.162 0.086 -0.268 0.235 0.261 0.246 0.209


[3]
One molecule with the formula C20H15Cl2N7O2S. Source: the OMol25 dataset; level of theory: ωB97M-V with the def2-TZVPD basis set.

Values from the calculation:
* highest occupied orbital energy: -0.313 hartree
* relative energy (zero: lowest compared OMol25 entry of this formula, charge and spin): 137.25 kJ/mol
* charge: 0

```
47
C20H15Cl2N7O2S | the OMol25 dataset | ωB97M-V with the def2-TZVPD basis set
C 6.732 -1.671 -1.511
N -0.840 -5.383 -1.387
H -0.324 2.073 -0.797
H -4.217 -5.086 -1.187
C -1.153 -1.654 -0.820
H 0.576 -3.726 -1.295
H -2.276 -6.755 -1.556
C -2.149 -5.687 -1.304
H -3.338 2.617 3.260
H 7.794 -1.789 -1.412
S 3.204 -0.713 -1.062
C 4.259 0.470 -0.348
C -0.395 0.963 -0.707
O 6.874 -0.521 1.534
H 6.344 -2.479 -2.149
Cl -3.519 2.249 -2.369
N 0.141 -1.200 -1.020
C -4.415 3.299 1.469
C -4.420 3.184 0.032
C -1.675 0.494 -0.297
H -5.034 3.736 4.092
C -3.564 2.335 -0.582
C 2.426 1.660 -0.758
C -2.683 1.400 0.177
C -3.452 2.539 2.183
C -3.186 -4.784 -1.215
H -5.074 3.798 -0.553
C -4.983 4.527 3.351
C -0.484 -4.055 -1.282
Cl -1.560 0.525 2.628
C 1.887 0.408 -0.965
H 6.662 -0.688 -2.118
H -3.899 4.693 3.337
H 6.085 -2.553 0.235
N 5.475 0.550 0.188
N 6.184 -1.664 -0.236
C 0.515 0.023 -1.003
C -2.594 1.636 1.593
H -5.595 5.406 3.780
H 1.981 2.623 -0.621
N -1.993 -0.797 -0.308
N -2.882 -3.459 -1.050
N 3.775 1.669 -0.357
C 6.087 -0.601 0.577
O -5.340 4.143 2.017
H 5.599 1.342 0.813
C -1.554 -3.098 -0.997
```

natural (NBO) atomic charges, in units of e: -0.410 -0.386 0.231 0.212 0.406 0.233 0.204 -0.012 0.231 0.189 0.443 0.222 -0.239 -0.607 0.207 -0.002 -0.465 0.336 -0.291 0.235 0.179 0.050 0.012 -0.139 -0.306 -0.015 0.248 -0.268 0.030 -0.014 -0.299 0.214 0.183 0.410 -0.601 -0.670 0.188 0.048 0.214 0.217 -0.425 -0.339 -0.494 0.767 -0.476 0.448 0.099


[4]
A 2-piece molecular cluster, C20H15Cl4FO2 overall. Source: the OMol25 dataset; level of theory: ωB97M-V with the def2-TZVPD basis set.

Values from the calculation:
* highest occupied orbital energy: -0.314 hartree
* charge: 0

```
42
C20H15Cl4FO2 | the OMol25 dataset | ωB97M-V with the def2-TZVPD basis set
H 2.715 2.769 -2.660
C 0.728 2.581 -1.477
C 2.137 1.944 -2.021
O -1.327 -4.855 -0.563
C -0.322 2.070 3.434
C -2.525 -1.492 -2.239
Cl -4.478 0.347 5.170
H -0.137 2.108 -2.109
C 3.033 -1.135 -1.261
H 0.075 4.777 0.601
Cl -2.029 0.015 3.634
C -2.595 -2.666 -1.283
H 2.853 1.666 -1.130
C 0.004 0.740 2.524
H -3.656 -2.937 -0.809
H -0.050 -0.351 3.003
C 1.914 0.675 -3.088
C -1.071 -1.080 -2.955
C 2.954 -2.426 -0.248
H 2.818 0.585 -3.859
O -1.120 -0.523 -4.168
H -0.541 4.484 3.346
C 0.425 2.343 0.117
C 0.211 -2.763 -1.059
H 0.974 0.972 -3.731
C 0.368 0.903 0.900
H -0.607 1.908 4.558
H 1.473 -4.131 0.627
C 0.099 3.694 1.045
Cl -4.284 -1.768 3.181
C 1.709 -0.658 -2.152
H 0.775 3.747 -1.721
Cl -2.759 -1.950 5.652
C -3.387 -0.839 4.409
C -0.270 3.542 2.666
C -1.230 -3.570 -0.944
C 1.511 -3.226 -0.140
H 3.920 -2.695 0.385
C 0.276 -1.454 -2.099
H -3.484 -0.841 -2.520
H 0.552 -0.099 0.325
F 4.347 -0.411 -1.341
```

natural (NBO) atomic charges, in units of e: 0.220 -0.461 -0.405 -0.516 -0.244 -0.245 0.037 0.230 0.390 0.233 0.082 -0.254 0.237 -0.280 0.263 0.260 -0.467 0.510 -0.248 0.251 -0.519 0.236 -0.010 -0.098 0.255 -0.227 0.248 0.271 -0.226 0.035 0.003 0.237 0.036 -0.215 -0.228 0.505 -0.185 0.268 -0.124 0.266 0.238 -0.358


[5]
C20H15ClN2O6Os as an isolated structure. Source: the OMol25 dataset; level of theory: ωB97M-V with the def2-TZVPD basis set.

Values from the calculation:
* highest occupied orbital energy (spin up / spin down): -0.501 / -0.506 hartree
* <S²>: 6.025
* spin multiplicity: 5
* charge: +2

```
45
C20H15ClN2O6Os | the OMol25 dataset | ωB97M-V with the def2-TZVPD basis set
C 4.411 0.400 1.800
Os 0.355 0.403 -0.797
H -2.030 -2.672 -1.212
C -3.874 1.466 1.207
C 3.133 0.353 2.394
H 2.233 0.186 -4.927
N 2.145 0.504 0.182
C 1.015 -0.602 -3.661
C -2.515 1.224 -0.820
H -0.440 -1.953 -4.453
H -3.487 1.846 -2.625
H -5.605 2.486 -1.536
C 0.007 -2.789 -0.312
C -1.553 0.777 1.460
H 3.423 0.618 -1.422
H 3.761 0.226 4.452
O 1.622 -0.568 -4.808
O -0.293 -3.621 0.486
O 0.873 -1.922 -0.429
C -1.034 -2.761 -1.649
H 5.480 0.514 -0.052
C 3.356 0.547 -0.343
O -1.465 0.845 -1.430
C 0.524 0.193 3.420
C -2.641 1.143 0.623
N -0.318 0.539 1.092
O 1.181 0.248 -2.794
H 1.469 0.029 5.330
C -4.943 1.916 0.447
H 5.287 0.343 2.426
Cl -6.426 2.284 1.194
H -0.888 -3.728 -2.134
H -3.989 1.388 2.277
C 2.012 0.403 1.531
H -0.454 0.100 3.864
C 2.913 0.243 3.785
C 1.634 0.148 4.271
H -1.786 0.762 2.520
C 4.517 0.490 0.434
O -0.781 -1.664 -2.437
C -4.793 2.080 -0.951
C 0.119 -1.819 -3.513
H 0.774 -2.695 -3.387
C -3.621 1.736 -1.559
C 0.691 0.356 2.056
```

natural (NBO) atomic charges, in units of e: -0.036 1.549 0.254 -0.144 -0.101 0.538 -0.524 0.844 0.419 0.264 0.238 0.257 0.774 0.232 0.222 0.247 -0.597 -0.302 -0.655 -0.056 0.260 0.122 -0.678 -0.165 -0.227 -0.523 -0.646 0.252 -0.082 0.251 0.096 0.241 0.239 0.234 0.233 -0.140 -0.174 0.219 -0.258 -0.449 -0.122 -0.192 0.248 -0.230 0.071


[6]
C20H15CsI2N4O5 as an isolated structure. Source: the OMol25 dataset; level of theory: ωB97M-V with the def2-TZVPD basis set.

Values from the calculation:
* highest occupied orbital energy: -0.231 hartree
* relative energy (zero: lowest compared OMol25 entry of this formula, charge and spin): 66.97 kJ/mol
* charge: 0

```
47
C20H15CsI2N4O5 | the OMol25 dataset | ωB97M-V with the def2-TZVPD basis set
C 0.729 2.964 3.744
C -0.242 -2.070 3.045
H 1.275 2.150 3.273
H -1.554 4.382 4.555
H 3.440 -0.959 -1.772
H 0.851 2.889 4.826
C -2.197 -3.584 1.891
N 2.039 0.361 -2.478
C 0.395 1.912 -3.259
O 0.754 -1.070 4.921
C 1.683 1.232 -3.446
C -2.549 2.312 2.398
O -0.303 1.657 -2.239
H 4.380 0.921 -5.495
H -2.969 -4.135 1.372
H -3.801 3.792 3.501
N -1.202 2.044 2.465
C 0.813 -1.151 3.580
C -1.169 -3.031 -0.331
C -1.203 -2.661 3.859
C 3.725 0.767 -4.647
O 0.060 -2.857 -0.849
H -3.211 1.781 1.735
H 1.167 3.910 3.420
H -0.038 -2.753 -1.808
O 1.611 -0.541 2.922
N -1.685 3.655 3.872
C 0.875 3.061 -5.380
H -2.956 -3.896 3.873
O -2.174 -3.164 -0.974
C -0.705 2.870 3.352
I -1.749 3.845 -4.084
C 2.072 2.417 -5.546
C 2.511 1.480 -4.575
C -1.168 -2.989 1.169
Cs 0.162 0.387 -0.010
I 3.217 2.853 -7.244
C 0.059 2.822 -4.273
H -1.183 -2.505 4.927
H 4.993 -0.665 -3.681
N -0.216 -2.269 1.733
C -2.871 3.307 3.268
C 4.066 -0.108 -3.652
C 3.185 -0.271 -2.574
C -2.190 -3.434 3.266
H 0.540 3.778 -6.118
H 1.458 -0.475 5.215
```

Löwdin atomic charges, in units of e: -0.004 -0.176 0.065 0.156 0.102 0.080 0.033 0.030 -0.514 0.115 -0.156 -0.149 -0.413 0.052 0.128 0.107 0.034 -0.468 -0.496 0.027 -0.056 0.076 0.099 0.084 0.140 0.075 0.090 -0.251 0.117 0.140 -0.409 0.862 -0.690 -0.219 -0.191 1.157 0.865 -0.662 0.121 0.100 0.135 -0.096 -0.063 -0.162 -0.020 0.071 0.134


[7]
C20H16AuF6N2O3S3Sb as an isolated structure. Source: the OMol25 dataset; level of theory: ωB97M-V with the def2-TZVPD basis set.

Values from the calculation:
* highest occupied orbital energy (spin up / spin down): -0.400 / -0.400 hartree
* <S²>: 3.806
* spin multiplicity: 4
* charge: +1

```
52
C20H16AuF6N2O3S3Sb | the OMol25 dataset | ωB97M-V with the def2-TZVPD basis set
F -3.300 -1.477 -5.115
C -0.265 -4.388 -0.980
N 0.635 0.116 -2.269
H 2.585 -2.879 -2.090
C 0.337 2.623 2.957
F -1.188 -1.344 -6.982
S 0.858 2.586 -3.145
H -3.224 3.081 9.029
C 3.291 2.184 -4.214
C 2.418 -4.940 -1.571
F -2.231 0.511 -3.717
C -1.174 1.146 0.113
H -1.580 0.687 5.732
C 1.937 -3.665 -1.731
C 1.994 2.892 -4.532
C 0.246 -5.679 -0.814
H -1.851 0.024 3.394
H -0.426 -6.448 -0.458
H 1.941 -6.951 -0.974
H 2.129 3.967 -4.634
C -2.388 3.498 8.471
Au -1.606 0.749 -1.709
O -1.088 -1.703 -1.300
F -0.771 -1.672 -4.316
H -1.773 -3.252 -0.868
S -0.177 3.122 6.825
C 0.598 -3.359 -1.433
F -0.184 0.616 -5.429
H -2.747 4.204 7.722
H -1.727 4.046 9.144
H 3.448 -5.169 -1.806
H 0.892 3.116 2.171
O -1.544 -4.179 -0.691
H 3.927 2.090 -5.093
C -1.225 0.867 3.653
C -1.084 1.247 4.957
C -0.288 2.372 5.270
S 2.880 0.495 -3.662
O -1.813 1.237 7.825
Sb -1.751 -0.486 -5.425
N 1.009 -1.089 -2.070
C -1.638 2.406 7.799
H 1.144 3.812 4.532
C 1.563 -5.946 -1.106
C 1.386 0.962 -2.941
F -2.658 0.922 -6.261
C 0.478 3.005 4.256
C -0.860 1.313 1.284
H 3.846 2.672 -3.413
C 0.077 -2.010 -1.579
H 1.513 2.486 -5.421
C -0.571 1.585 2.618
```

natural (NBO) atomic charges, in units of e: -0.652 0.474 -0.268 0.230 -0.144 -0.655 0.428 0.265 -0.533 -0.260 -0.712 -0.142 0.257 -0.118 -0.529 -0.306 0.248 0.237 0.227 0.258 -0.738 1.056 -0.648 -0.687 0.513 0.333 -0.284 -0.703 0.261 0.266 0.226 0.246 -0.648 0.261 -0.131 -0.171 -0.119 0.454 -0.468 3.180 -0.197 0.523 0.245 -0.120 -0.089 -0.654 -0.192 -0.155 0.236 0.643 0.266 -0.010


[8]
One molecule with the formula C20H16FN7O. Source: the OMol25 dataset; level of theory: ωB97M-V with the def2-TZVPD basis set.

Values from the calculation:
* highest occupied orbital energy: -0.287 hartree
* relative energy (zero: lowest compared OMol25 entry of this formula, charge and spin): 0.00 kJ/mol
* charge: 0

```
45
C20H16FN7O | the OMol25 dataset | ωB97M-V with the def2-TZVPD basis set
H 4.106 0.532 -0.771
C -3.250 -0.252 -2.342
N -1.004 4.204 2.438
C 2.019 -1.988 -0.744
C 3.061 -0.633 0.709
O -3.939 0.780 2.027
C -3.799 1.956 2.338
C -1.700 -2.466 -2.333
H 2.095 2.065 -0.039
H -1.784 0.327 0.669
C 0.124 -1.229 -1.228
N 1.011 -2.321 -1.479
C -1.085 1.151 0.787
N -4.879 2.635 2.875
C -2.954 -2.543 -2.930
N -2.291 3.844 2.729
H 5.410 -2.147 -0.915
C -3.755 -1.425 -2.935
H -3.890 0.614 -2.381
C -0.495 3.316 1.689
C 0.648 -0.247 -0.372
H 2.433 -2.524 1.522
C -1.253 -1.263 -1.770
C 3.344 -2.553 -0.395
H -5.602 2.041 3.273
C 4.417 -1.655 -1.023
C 1.129 2.130 0.402
C 3.308 -2.077 1.032
N -2.043 -0.173 -1.772
N -1.412 2.274 1.537
H 5.140 -0.208 0.431
F -4.965 -1.415 -3.547
H 4.273 -1.413 -2.095
N 1.855 -0.792 -0.129
H 3.364 -3.619 -0.586
H 4.218 -2.317 1.634
H -1.021 -3.338 -2.327
C -2.551 2.647 2.233
C 0.190 1.027 0.226
C 0.857 3.233 1.118
C 4.253 -0.347 -0.176
H 2.858 0.014 1.543
H -4.699 3.564 3.223
H -3.333 -3.456 -3.415
H 1.589 4.048 1.269
```

natural (NBO) atomic charges, in units of e: 0.216 -0.016 -0.288 0.370 -0.050 -0.600 0.617 -0.213 0.215 0.267 0.054 -0.445 0.093 -0.808 -0.242 -0.225 0.218 0.337 0.202 0.313 0.162 0.224 0.154 -0.266 0.411 -0.398 -0.184 -0.390 -0.425 -0.321 0.219 -0.320 0.225 -0.361 0.244 0.219 0.247 0.174 -0.119 -0.212 -0.416 0.231 0.410 0.232 0.246


The records above give, respectively, DFT total energy values of -4322.59666 -11941.63994 -2623.37502 -2861.39575 -1882.34181 -1981.99314 -3276.36728 -1330.13797 a.u..